Below is C3H3Cl2NO in the gas phase at a distorted geometry, with properties calculated with ωB97M-V with the def2-TZVPD basis set.

Output
HOMO (alpha / beta)   -8.44 / -9.70 eV
Gap between HOMO and LUMO (alpha / beta)   7.6 / 9.2 eV
Energy above the lowest of the compared OMol25 structures with the same formula, charge and spin   4.111 eV
LUMO energy (alpha / beta)   -0.9 / -0.5 eV

Geometry as XYZ:
```
10
C3H3Cl2NO ωB97M-V with the def2-TZVPD basis set
C -1.12524 -0.64788 -0.42612
C 0.37259 -0.28492 -0.61051
C 0.86929 0.65424 0.43663
N -1.63442 -0.54952 0.74829
O -1.02781 -0.10019 1.73711
Cl 2.31478 0.52120 1.39796
Cl 0.35561 2.24982 0.22118
H -1.72045 -0.86900 -1.30552
H 1.15155 -1.26238 -0.62224
H 0.44411 0.28862 -1.57678
```

***

Below is a molecular structure, C3H3Cl2NO2S at a distorted geometry, with properties calculated with ωB97M-V with the def2-TZVPD basis set.

Output
HOMO   -10.59 eV
Gap between HOMO and LUMO   10.2 eV
Energy above the lowest of the compared OMol25 structures with the same formula, charge and spin   1.268 eV
LUMO energy   -0.4 eV

Geometry as XYZ:
```
12
C3H3Cl2NO2S ωB97M-V with the def2-TZVPD basis set
C -0.52304 1.82632 -0.68037
C 0.70066 1.41601 -0.04758
C -0.85972 -1.43707 -0.24920
N -1.52820 2.21019 -1.08194
O 1.73989 -1.22290 0.47590
O 0.04186 -0.30090 2.12196
S 0.51950 -0.48782 0.77012
Cl -0.80251 -2.96198 0.56040
Cl 0.02448 -1.27761 -1.78977
H 1.01423 1.90726 0.77648
H 1.52940 1.14914 -0.57756
H -1.85654 -0.82065 -0.27844
```

***

Below is C3H3Cl3 in the gas phase at a distorted geometry, with properties calculated with ωB97M-V with the def2-TZVPD basis set.

Output
HOMO   -10.51 eV
Gap between HOMO and LUMO   11.2 eV
Energy above the lowest of the compared OMol25 structures with the same formula, charge and spin   0.270 eV
LUMO energy   0.7 eV
Structure (SMILES)   C=CC(Cl)(Cl)Cl

Geometry as XYZ:
```
9
C3H3Cl3 ωB97M-V with the def2-TZVPD basis set
C 2.13155 -0.61931 -0.94534
C 0.83856 -0.52840 -1.13701
C -0.11841 -0.04340 -0.05396
Cl -0.65780 1.57206 -0.53742
Cl 0.74007 0.19481 1.47036
Cl -1.43173 -1.22103 0.04436
H 2.83349 -0.97625 -1.70107
H 2.63141 -0.37650 -0.03100
H 0.36558 -0.77986 -2.06436
```

***

Below is C3H3Cl3N4 in the gas phase at a distorted geometry, with properties calculated with ωB97M-V with the def2-TZVPD basis set.

Output
HOMO (alpha / beta)   -6.24 / -8.30 eV
Gap between HOMO and LUMO (alpha / beta)   6.6 / 6.0 eV
Multiplicity   3
LUMO energy (alpha / beta)   0.4 / -2.3 eV
⟨S²⟩   2.013

Geometry as XYZ:
```
13
C3H3Cl3N4 ωB97M-V with the def2-TZVPD basis set
C 1.98593 0.30882 0.25434
C 0.78501 0.88859 -0.07213
C 2.14085 -1.14686 0.46798
N 0.86886 -1.75567 0.66284
N -0.24016 -1.27093 0.53023
N -0.45311 -0.01811 0.04416
N -1.70419 0.49117 -0.24210
Cl 3.36409 1.21656 0.52075
Cl 0.42422 2.42945 -0.61163
Cl 3.12202 -1.68972 -1.00948
H 2.68733 -1.45177 1.36005
H -2.35256 0.51004 0.61916
H -1.71573 1.39703 -0.73178
```

***

Below is a molecular structure, C3H3Cl3S at a distorted geometry, with properties calculated with ωB97M-V with the def2-TZVPD basis set.

Output
HOMO   -8.96 eV
Gap between HOMO and LUMO   8.4 eV
Energy above the lowest of the compared OMol25 structures with the same formula, charge and spin   4.824 eV
LUMO energy   -0.6 eV

Geometry as XYZ:
```
10
C3H3Cl3S ωB97M-V with the def2-TZVPD basis set
C 0.08370 -0.19518 -0.43134
C -1.41468 -3.42905 0.63784
C 0.88389 2.28976 -0.39127
S 1.36235 0.66016 -1.10905
Cl 0.12853 -1.86208 -0.79677
Cl -2.93749 -2.73178 0.91484
Cl -0.44437 -3.02207 1.95864
H 0.59461 3.13319 -1.19674
H 1.72699 2.86049 0.18400
H 0.01647 2.29656 0.22985
```

***

Below is C3H3Cl3S in the gas phase at a distorted geometry, with properties calculated with ωB97M-V with the def2-TZVPD basis set.

Output
HOMO   -9.12 eV
Gap between HOMO and LUMO   9.4 eV
Energy above the lowest of the compared OMol25 structures with the same formula, charge and spin   0.814 eV
LUMO energy   0.3 eV
Structure (SMILES)   SCC(Cl)=C(Cl)Cl

Geometry as XYZ:
```
10
C3H3Cl3S ωB97M-V with the def2-TZVPD basis set
S -1.10052 -0.21972 2.08198
C -0.26361 -0.83434 0.56737
C 0.05019 0.31089 -0.31077
Cl -0.65427 1.93477 0.13372
C 1.02680 0.25357 -1.28648
Cl 1.72272 -1.27151 -1.80319
Cl 1.19175 1.61364 -2.22867
H -1.61088 1.07875 2.00161
H 0.55231 -1.37777 0.83642
H -0.91449 -1.48829 0.00801
```

***

Below is 3 unconnected molecules or ions with the total composition C3H3Cl9 at a distorted geometry, with properties calculated with ωB97M-V with the def2-TZVPD basis set.

Output
HOMO   -11.08 eV
Gap between HOMO and LUMO   11.5 eV
Energy above the lowest of the compared OMol25 structures with the same formula, charge and spin   0.628 eV
LUMO energy   0.4 eV
Structure (SMILES)   ClC(Cl)Cl.ClC(Cl)Cl.ClC(Cl)Cl

Geometry as XYZ:
```
15
C3H3Cl9 ωB97M-V with the def2-TZVPD basis set
Cl -0.75583 1.13238 -0.76798
C 0.90223 1.19556 -0.20179
Cl 1.59631 -0.27208 0.40301
Cl 1.08575 2.45865 0.90026
H 1.43115 1.27308 -1.13154
Cl -1.48570 -0.42285 2.82497
C -0.68130 0.14694 4.30258
Cl -1.80047 0.03455 5.61420
Cl 0.05496 1.70358 4.20380
H 0.15009 -0.48980 4.39409
Cl 1.31751 -0.94619 -5.01282
C -0.07242 -1.30924 -4.02899
Cl -0.29485 -3.02487 -3.85947
Cl -1.57022 -0.54817 -4.54097
H 0.12279 -0.93151 -3.09933
```

***

Below is C3H3ClF2 in the gas phase at a distorted geometry, with properties calculated with ωB97M-V with the def2-TZVPD basis set.

Output
HOMO   -10.49 eV
Gap between HOMO and LUMO   11.4 eV
Energy above the lowest of the compared OMol25 structures with the same formula, charge and spin   0.571 eV
LUMO energy   1.0 eV
Structure (SMILES)   FC1(F)C[C@H]1Cl

Geometry as XYZ:
```
9
C3H3ClF2 ωB97M-V with the def2-TZVPD basis set
F -0.84386 -1.22598 0.70395
C -0.90741 -0.04328 0.07986
F -2.01187 0.04923 -0.66037
C -0.38191 1.16447 0.77619
C 0.34448 0.58118 -0.44677
Cl 1.87669 -0.22744 -0.22638
H 0.09066 1.00730 1.74329
H -0.89663 2.11571 0.64280
H 0.27281 1.11996 -1.38564
```

***

Below is C3H3ClFN in the gas phase at a distorted geometry, with properties calculated with ωB97M-V with the def2-TZVPD basis set.

Output
HOMO   -11.89 eV
Gap between HOMO and LUMO   12.6 eV
Energy above the lowest of the compared OMol25 structures with the same formula, charge and spin   0.328 eV
LUMO energy   0.7 eV
Structure (SMILES)   C[C@@](F)(Cl)C#N

Geometry as XYZ:
```
9
C3H3ClFN ωB97M-V with the def2-TZVPD basis set
C 0.48151 -0.34763 0.87559
C -0.09434 0.42907 -0.22672
F -0.89480 1.41266 0.34753
Cl 1.12974 1.30436 -1.22906
C -1.00399 -0.26597 -1.19308
N -1.57975 -0.98047 -1.87822
H -0.37686 -0.75961 1.41321
H 1.14444 0.27410 1.45321
H 1.19405 -1.06652 0.43752
```

***

Below is C3H3ClFN in the gas phase at a distorted geometry, with properties calculated with ωB97M-V with the def2-TZVPD basis set.

Output
HOMO   -11.59 eV
Gap between HOMO and LUMO   11.0 eV
Energy above the lowest of the compared OMol25 structures with the same formula, charge and spin   3.155 eV
LUMO energy   -0.6 eV
Structure (SMILES)   C[C@@](F)(Cl)C#N

Geometry as XYZ:
```
9
C3H3ClFN ωB97M-V with the def2-TZVPD basis set
C -0.48201 1.62818 -0.53529
C -0.04427 0.24535 -0.03254
F 0.11214 0.38076 1.35123
Cl -1.38837 -0.86492 -0.14503
C 1.42355 -0.36771 -0.52851
N 2.73475 -0.50717 -0.16465
H 0.25316 2.41473 -0.24438
H -1.39215 1.84443 -0.02810
H -0.79480 1.53279 -1.69255
```

***

Below is 2 unconnected molecules or ions with the total composition C3H3ClFNO3 at a distorted geometry, with properties calculated with ωB97M-V with the def2-TZVPD basis set.

Output
HOMO (alpha / beta)   -9.81 / -9.46 eV
Gap between HOMO and LUMO (alpha / beta)   8.3 / 8.0 eV
Energy above the lowest of the compared OMol25 structures with the same formula, charge and spin   1.415 eV
LUMO energy (alpha / beta)   -1.5 / -1.4 eV

Geometry as XYZ:
```
12
C3H3ClFNO3 ωB97M-V with the def2-TZVPD basis set
C 1.31814 0.68319 0.60998
C -0.07387 0.21734 0.30467
C 2.33792 0.49786 -0.36411
N 2.67393 -1.61258 0.09002
O 3.53233 -1.55830 0.89234
O 1.57263 1.05919 1.75254
O 2.02269 -2.39243 -0.44617
F 2.10242 0.18731 -1.63188
Cl 3.90342 1.30144 -0.17031
H -0.66047 0.18127 1.21737
H 0.06982 -0.64672 -0.22320
H -0.56315 0.83080 -0.36614
```

***

Below is a gas-phase ion, C3H3ClIN2 (charge +1) at a distorted geometry, with properties calculated with ωB97M-V with the def2-TZVPD basis set.

Output
HOMO   -13.79 eV
Gap between HOMO and LUMO   9.8 eV
Energy above the lowest of the compared OMol25 structures with the same formula, charge and spin   0.000 eV
LUMO energy   -4.0 eV
Total charge   +1
Structure (SMILES)   Clc1c[nH]c(I)[nH+]1

Geometry as XYZ:
```
10
C3H3ClIN2 ωB97M-V with the def2-TZVPD basis set
Cl -2.29659 1.81373 -0.05498
C -1.06256 0.65537 -0.01573
C -1.02120 -0.72146 -0.10338
N 0.33560 -1.12351 -0.01426
C 1.09962 -0.06526 0.06038
I 3.15170 0.00966 -0.04175
N 0.33759 1.05703 0.08078
H -1.66727 -1.55185 -0.26298
H 0.57134 -2.10064 0.09045
H 0.55177 2.02693 0.26148
```

***

Below is a molecular structure, C3H3ClIN3 at a distorted geometry, with properties calculated with ωB97M-V with the def2-TZVPD basis set.

Output
HOMO (alpha / beta)   -7.26 / -7.82 eV
Gap between HOMO and LUMO (alpha / beta)   6.1 / 7.4 eV
Energy above the lowest of the compared OMol25 structures with the same formula, charge and spin   3.644 eV
LUMO energy (alpha / beta)   -1.1 / -0.5 eV

Geometry as XYZ:
```
11
C3H3ClIN3 ωB97M-V with the def2-TZVPD basis set
C -2.41324 0.43839 0.27511
C -1.19991 0.72192 0.68065
C 2.13720 -0.47864 0.01102
N 0.33560 0.15000 -1.53591
N -0.09938 1.02715 0.92651
N 0.94701 0.06989 -0.56902
Cl -3.72139 1.56387 0.13260
I -3.21203 -1.51302 -0.23493
H 1.86626 -1.54780 -0.17554
H 3.02636 -0.28392 -0.61660
H 2.33352 -0.14785 1.10612
```

***

Below is C3H3ClIN3 in the gas phase at a distorted geometry, with properties calculated with ωB97M-V with the def2-TZVPD basis set.

Output
HOMO (alpha / beta)   -8.01 / -8.01 eV
Gap between HOMO and LUMO (alpha / beta)   7.4 / 7.4 eV
Energy above the lowest of the compared OMol25 structures with the same formula, charge and spin   4.234 eV
LUMO energy (alpha / beta)   -0.6 / -0.6 eV

Geometry as XYZ:
```
11
C3H3ClIN3 ωB97M-V with the def2-TZVPD basis set
C -3.99803 0.46317 0.54314
C -2.80312 0.36375 1.07858
C 0.50016 1.36666 -0.10881
N -1.51301 1.48574 -1.11038
N -1.74175 0.86471 1.31795
N -0.92970 1.32780 -0.12100
Cl -4.29523 2.15735 -0.10244
I -5.17162 -1.05320 -0.09991
H 0.67534 0.32256 0.17214
H 0.79344 1.57472 -1.09978
H 1.10353 1.99079 0.70789
```

***

Below is 2 unconnected molecules or ions with the total composition C3H3ClN2OS2 at a distorted geometry, with properties calculated with ωB97M-V with the def2-TZVPD basis set.

Output
HOMO   -8.90 eV
Gap between HOMO and LUMO   8.2 eV
Energy above the lowest of the compared OMol25 structures with the same formula, charge and spin   1.022 eV
LUMO energy   -0.7 eV

Geometry as XYZ:
```
12
C3H3ClN2OS2 ωB97M-V with the def2-TZVPD basis set
C -0.35563 -0.90368 0.94911
C 0.78582 -0.11880 0.53806
C -0.77242 0.78424 -2.23532
N -0.73534 -1.98086 1.22408
N 1.17464 0.82517 1.43548
O 1.24174 -0.31041 -0.57851
S -0.10847 2.02084 -2.96168
S -1.52537 -3.24355 1.49901
Cl -1.71688 1.02507 -0.85031
H -0.98479 -0.17376 -2.58205
H 1.01236 0.74145 2.39782
H 1.98434 1.33430 1.16430
```

***

Below is 2 unconnected molecules or ions with the total composition C3H3ClN2Si at a distorted geometry, with properties calculated with ωB97M-V with the def2-TZVPD basis set.

Output
HOMO   -10.39 eV
Gap between HOMO and LUMO   8.0 eV
Energy above the lowest of the compared OMol25 structures with the same formula, charge and spin   0.328 eV
LUMO energy   -2.4 eV

Geometry as XYZ:
```
10
C3H3ClN2Si ωB97M-V with the def2-TZVPD basis set
C -1.01078 -1.60162 0.73020
C 0.38356 -0.68363 -2.38265
C -0.01031 1.41137 0.53752
N -1.89884 -2.32467 0.76836
N 0.44776 -0.75763 -3.52260
Si 0.41907 -0.43065 0.60416
Cl 1.98167 -0.98623 1.71409
H 0.21526 1.82778 -0.44149
H -1.07059 1.56660 0.71278
H 0.54319 1.97868 1.27963
```

***

Below is a molecular structure, C3H3ClNO5PdS, with properties calculated with ωB97M-V with the def2-TZVPD basis set.

Output
HOMO (alpha / beta)   -11.07 / -10.99 eV
Gap between HOMO and LUMO (alpha / beta)   9.0 / 8.2 eV
Energy above the lowest of the compared OMol25 structures with the same formula, charge and spin   0.000 eV
Multiplicity   2
LUMO energy (alpha / beta)   -2.1 / -2.8 eV
⟨S²⟩   0.755

Geometry as XYZ:
```
15
C3H3ClNO5PdS ωB97M-V with the def2-TZVPD basis set
Pd -0.20096 -0.93057 -0.36183
O 1.26283 0.65647 1.37549
Cl 1.60298 -0.72014 1.68226
O 2.86030 -0.85210 2.30332
O 1.68139 -1.41004 0.33121
O 0.52820 -1.31861 2.41333
S -3.50968 -0.64275 -0.49043
C -2.01243 -0.81234 -0.54801
C -0.10525 2.49734 -0.71148
O 0.07208 1.32107 -1.39323
H -1.20793 2.58759 -0.62713
H 0.21613 3.37398 -1.27785
H 0.29456 2.45214 0.30315
N -0.85442 -3.59445 -1.77361
C -0.62783 -2.60759 -1.22519
```

***

Below is 2 unconnected molecules or ions with the total composition C3H3ClO2 at a distorted geometry, with properties calculated with ωB97M-V with the def2-TZVPD basis set.

Output
HOMO   -9.70 eV
Gap between HOMO and LUMO   10.2 eV
Energy above the lowest of the compared OMol25 structures with the same formula, charge and spin   1.321 eV
LUMO energy   0.5 eV
Structure (SMILES)   C=C=O.O=CCl

Geometry as XYZ:
```
9
C3H3ClO2 ωB97M-V with the def2-TZVPD basis set
C -0.89253 0.76011 0.72555
C -0.55550 1.24059 -0.42270
O -0.33182 1.66446 -1.47833
H -2.05158 0.76468 0.87794
H -0.28674 0.53439 1.62689
O 1.12262 -0.90906 -1.62581
C 0.91759 -1.25023 -0.50382
Cl 2.07775 -1.13250 0.85961
H 0.00021 -1.67245 -0.05932
```

***

Below is 2 unconnected molecules or ions with the total composition C3H3ClO3 at a distorted geometry, with properties calculated with ωB97M-V with the def2-TZVPD basis set.

Output
HOMO   -8.88 eV
Gap between HOMO and LUMO   8.9 eV
LUMO energy   0.1 eV

Geometry as XYZ:
```
10
C3H3ClO3 ωB97M-V with the def2-TZVPD basis set
C -1.09153 0.38383 -0.09422
C -0.13494 -0.49835 -0.07949
C 1.81888 0.65849 0.12129
O 1.98938 1.80728 -0.06079
O -2.42748 -0.02427 0.19566
O 0.14194 -1.77539 -0.22219
Cl 3.08780 -0.45855 0.28708
H -1.10813 1.48573 -0.20319
H -2.84974 0.39694 -0.55023
H 0.57382 -1.97570 0.60608
```

***

Below is 2 unconnected molecules or ions with the total composition C3H3ClOS at a distorted geometry, with properties calculated with ωB97M-V with the def2-TZVPD basis set.

Output
HOMO   -9.22 eV
Gap between HOMO and LUMO   8.7 eV
Energy above the lowest of the compared OMol25 structures with the same formula, charge and spin   1.787 eV
LUMO energy   -0.6 eV
Structure (SMILES)   C=C=O.S=CCl

Geometry as XYZ:
```
9
C3H3ClOS ωB97M-V with the def2-TZVPD basis set
C 2.02192 0.24081 -0.10447
C 1.34201 -0.84030 0.04643
O 0.66526 -1.79196 0.07426
H 3.18809 0.38041 0.01175
H 1.45993 1.16394 -0.32794
S -1.48990 1.59526 0.33484
C -2.19752 0.21072 -0.01661
Cl -1.96584 -1.21453 0.75251
H -3.02394 0.25564 -0.77077
```